No. 1
22
Properties=species:S:1:pos:R:3:mulliken_charge:R:1 method="wB97M-V/def2-TZVPD" e_homo_ha=-0.406 homo_lumo_gap_ev=12.2 e_lumo_ha=0.040 e_above_lowest_kj_mol=40.2 smiles=CCC.CCC
C 2.3921 -1.1939 0.4872 -1.4007
C 0.8863 -1.4227 0.5867 0.5039
C 0.3035 -2.4253 -0.4105 -1.1621
H 2.6456 -0.7621 -0.4795 0.3388
H 2.6728 -0.5845 1.3466 0.3467
H 2.9440 -2.1224 0.5975 0.4124
H 0.5175 -1.7314 1.5672 0.3739
H 0.4272 -0.4372 0.5040 -0.4139
H 1.0578 -2.7219 -1.1353 0.3455
H -0.1485 -3.3215 0.0142 0.3180
H -0.4765 -2.0122 -1.0575 0.3029
C -0.3793 1.6154 -1.1860 -1.0580
C -1.5318 2.1867 -0.3569 -0.1189
C -1.7442 1.4466 0.9621 -1.1537
H 0.5504 1.6508 -0.6595 0.3148
H -0.3002 2.2523 -2.0674 0.3682
H -0.5600 0.5923 -1.5166 0.1966
H -1.3260 3.2276 -0.1855 0.3198
H -2.4434 2.0717 -0.9326 0.2376
H -2.1213 0.4386 0.7538 0.2790
H -0.8709 1.2935 1.6012 0.3125
H -2.4952 1.9596 1.5667 0.3369

No. 2
56
Properties=species:S:1:pos:R:3:mulliken_spin:R:1 method="wB97M-V/def2-TZVPD" e_homo_ha="-0.317 / -0.397" homo_lumo_gap_ev="5.5 / 5.8" e_lumo_ha="-0.115 / -0.183" charge=+1 spin_multiplicity=3
Au -0.0972 0.1927 -1.7581 0.2974
C 4.2756 4.4803 -1.3705 0.0003
S 3.3942 3.7600 -2.7775 0.0212
C 2.0172 2.9323 -2.0476 0.0795
S 2.4088 2.1446 -0.4987 0.0255
N 0.9788 2.8634 -2.7756 0.0203
N -0.1223 2.1364 -2.4475 0.2453
C -1.2689 2.5671 -3.0349 0.3343
C -2.4265 1.7774 -3.1027 0.0394
C -3.6348 2.3071 -3.6177 0.1135
C -4.7485 1.5139 -3.6968 -0.0197
C -4.6749 0.1826 -3.2709 0.1595
C -3.4655 -0.2744 -2.7866 -0.0566
N -2.3710 0.4763 -2.6922 0.1680
H 5.0441 5.1069 -1.8197 0.0000
H 4.7621 3.7300 -0.7535 0.0008
H 3.6141 5.1026 -0.7728 0.0016
H -1.2427 3.5519 -3.4794 0.0231
H -3.6586 3.3388 -3.9435 0.0042
H -5.6750 1.9104 -4.0902 -0.0016
H -5.5271 -0.4785 -3.3270 0.0090
H -3.3619 -1.3083 -2.4713 0.0098
N 2.3565 -1.7661 -1.3412 0.0012
C 1.2316 -2.4145 -0.9628 -0.0132
C 1.2833 -3.7392 -0.4892 0.0046
C 0.1343 -4.3496 -0.0627 0.0001
C -1.0763 -3.6463 -0.0952 0.0005
C -1.0625 -2.3685 -0.5750 0.0023
N 0.0609 -1.7581 -1.0164 0.0139
H 3.2134 -2.2770 -1.4508 -0.0012
H 2.2970 -0.8420 -1.7394 0.0080
H 2.2361 -4.2509 -0.4645 0.0009
H 0.1651 -5.3677 0.3018 -0.0001
H -2.0012 -4.0904 0.2408 -0.0001
H -1.9629 -1.7708 -0.6310 0.0022
C 0.3807 -2.1931 5.4327 -0.0019
C 0.4110 -1.3054 4.2216 0.0305
C 1.6072 -0.9826 3.5960 -0.0120
C 1.6693 -0.1453 2.4870 0.0179
C 3.0144 0.1248 1.8745 0.0038
C 0.4730 0.3920 1.9995 -0.0016
Te 0.2178 1.8313 0.4525 0.5012
C -0.7588 0.0559 2.5891 -0.0305
C -2.0765 0.5880 2.0810 -0.0049
C -0.7631 -0.7845 3.6909 -0.0179
H 1.3689 -2.5897 5.6573 -0.0002
H -0.3023 -3.0308 5.2848 0.0017
H 0.0313 -1.6375 6.3046 0.0022
H 2.5331 -1.3957 3.9796 -0.0001
H 3.7812 -0.4762 2.3598 0.0003
H 3.3041 1.1720 1.9911 0.0008
H 3.0228 -0.1224 0.8128 0.0016
H -2.1389 0.5804 0.9879 0.0093
H -2.2594 1.6113 2.4212 0.0032
H -2.8977 -0.0245 2.4490 0.0024
H -1.7133 -1.0402 4.1476 0.0001

No. 3
62
Properties=species:S:1:pos:R:3:mulliken_charge:R:1 method="wB97M-V/def2-TZVPD" e_homo_ha="-0.583 / -0.579" homo_lumo_gap_ev="4.5 / 3.9" e_lumo_ha="-0.418 / -0.435" e_above_lowest_kj_mol=171.1 charge=+2
Pt 0.2159 -0.0732 0.1852 1.3762
C -2.3692 1.5221 -3.2576 -1.5225
C -2.3771 0.2079 -2.4912 1.1707
C -2.9619 -0.9136 -3.3547 -1.4398
C -3.1304 0.3200 -1.1768 -1.8068
O -1.0049 -0.1499 -2.1482 0.2756
Si 0.2930 -0.4360 -3.0650 -0.2430
S 1.7856 -0.5399 -1.2955 -0.2591
O 0.7416 0.8517 -3.8630 -0.5573
C 1.8604 1.3390 -4.6250 1.2836
C 2.7364 2.1613 -3.6780 -1.4824
C 1.2559 2.2375 -5.7038 -1.6395
C 2.6317 0.1748 -5.2215 -1.3953
O 0.4136 -1.8486 -3.7727 0.5436
C 0.5558 -3.2513 -3.4611 1.3293
C -0.2422 -4.0072 -4.5208 -1.6070
C 0.0002 -3.5363 -2.0679 -1.0924
C 2.0436 -3.5772 -3.5480 -1.4199
H -3.3887 1.8488 -3.4409 0.4918
H -1.8627 1.4111 -4.2136 0.3289
H -1.8579 2.2876 -2.6772 0.3141
H -3.9725 -0.6556 -3.6582 0.5109
H -2.9977 -1.8449 -2.7950 0.3140
H -2.3593 -1.0533 -4.2495 0.3468
H -4.1725 0.5666 -1.3588 0.4917
H -2.6915 1.1050 -0.5586 0.3918
H -3.0875 -0.6162 -0.6244 0.3921
H 2.1687 2.9804 -3.2434 0.3285
H 3.5808 2.5712 -4.2231 0.4704
H 3.1097 1.5263 -2.8744 0.3025
H 0.7077 3.0602 -5.2523 0.3575
H 0.5691 1.6613 -6.3197 0.3801
H 2.0478 2.6393 -6.3276 0.4950
H 3.0872 -0.4168 -4.4303 0.2694
H 3.4156 0.5387 -5.8781 0.5419
H 1.9589 -0.4580 -5.7942 0.3510
H -1.2997 -3.7620 -4.4521 0.3664
H -0.1176 -5.0768 -4.3789 0.4519
H 0.1109 -3.7375 -5.5132 0.3788
H -1.0549 -3.2798 -2.0237 0.1937
H 0.5408 -2.9535 -1.3148 0.1864
H 0.1161 -4.5903 -1.8339 0.5728
H 2.4168 -3.3271 -4.5384 0.3489
H 2.2115 -4.6356 -3.3729 0.4786
H 2.5979 -3.0062 -2.8057 0.2672
C 3.6029 -0.0962 2.6388 -1.2284
C 2.2332 0.2148 3.0804 0.0612
N 1.1305 0.2319 2.3406 -0.2878
C 0.0904 0.5700 3.1580 0.6800
C 0.5741 0.7673 4.4351 -0.0698
N 1.9179 0.5345 4.3473 0.0527
C -0.0204 1.1622 5.7646 0.4993
O -1.2827 1.4038 5.8238 -0.4879
O 0.7624 1.2250 6.6810 -0.5482
C -1.3163 0.6524 2.6194 1.0296
O -2.1950 1.0033 3.3821 -0.7263
O -1.4097 0.3318 1.3993 -0.4758
H 3.6256 -0.3238 1.5781 0.1991
H 3.9915 -0.9488 3.1962 0.3621
H 4.2647 0.7459 2.8419 0.3635
H 2.5346 0.6015 5.1518 0.2647
H -1.8144 1.3079 4.9791 0.4751

No. 4
29
Properties=species:S:1:pos:R:3:mulliken_charge:R:1 method="wB97M-V/def2-TZVPD" e_homo_ha=-0.310 homo_lumo_gap_ev=9.2 e_lumo_ha=0.029 e_above_lowest_kj_mol=0.0 smiles="CC1=C[C@H]([Si](C)(C)Cl)c2ccccc21"
C -2.8376 0.3444 1.2530 -1.2473
C -1.6386 -0.1852 0.4698 0.9139
C -0.8434 -1.1364 0.8924 -1.4429
C 0.3313 -1.2825 -0.1132 0.7383
Si 1.8925 -0.6962 0.8642 0.5788
C 1.8369 -1.3290 2.7383 -0.9868
C 2.1732 1.2293 0.7566 -0.9749
Cl 3.5736 -1.3850 0.0241 -0.3475
C -0.0837 -0.3879 -1.2226 -0.4113
C 0.5442 -0.2447 -2.4225 -0.6905
C -0.0071 0.7591 -3.2294 -0.6162
C -1.1529 1.4821 -2.8612 -0.6598
C -1.8612 1.2155 -1.6634 -0.5753
C -1.2146 0.3059 -0.8106 0.5435
H -3.1104 -0.4295 2.2310 0.2843
H -3.7884 0.3084 0.6386 0.3267
H -2.7844 1.3910 1.7043 0.2672
H -0.7950 -1.5010 1.9214 0.3370
H 0.4610 -2.3637 -0.3823 0.4604
H 0.7720 -1.3606 3.1244 0.2611
H 1.9969 -2.3929 2.4389 0.2614
H 2.5972 -0.9406 3.4694 0.3357
H 2.6523 1.4885 1.6958 0.3665
H 2.9211 1.3852 -0.1194 0.2660
H 1.2110 1.8578 0.5677 0.2341
H 1.2217 -0.9154 -2.8337 0.5516
H 0.4535 0.9134 -4.1390 0.4679
H -1.7573 2.0971 -3.5259 0.3291
H -2.7635 1.7732 -1.4668 0.4291